[1]
An isolated molecule of C4H9NO2. Source: the Open Molecules 2025 dataset; level of theory: ωB97M-V/def2-TZVPD.

Structure (ORCA input):
```
! wB97M-V def2-TZVPD RIJCOSX def2/J DEFGRID3
* xyz 0 1
C 0.4307 2.3876 0.2524
N 0.1058 0.9842 0.3470
C -1.0723 0.5820 0.5734
O -1.5405 -0.5847 0.1266
C -0.6941 -1.3862 -0.7318
C 0.5599 -1.9129 -0.0344
O 1.7199 -1.1447 -0.1825
H 1.3939 2.6755 0.6928
H 0.5320 2.5218 -0.8262
H -0.3519 3.0727 0.6012
H -1.8450 1.0949 1.1631
H -1.3566 -2.2180 -0.9825
H -0.4153 -0.8652 -1.6609
H 0.2884 -2.0663 1.0232
H 0.7830 -2.8933 -0.4652
H 1.4621 -0.2473 0.1038
*
```

Calculated values
Kohn-Sham gap = 10.654 eV
Relative energy (zero: lowest compared OMol25 entry of this formula, charge and spin) = 212.9 kJ/mol
Highest occupied orbital energy = -0.357 hartree
SMILES string = C/N=C/OCCO
Max |F| = 0.51 eV Å⁻¹

Mulliken population analysis, charges in e, atoms 1 to 5:
1. C -0.94
2. N -0.35
3. C 0.05
4. O -0.33
5. C -0.37

[2]
C30H27BrCl5CsN2OS3 as an isolated structure at a distorted geometry. Source: the Open Molecules 2025 dataset; level of theory: ωB97M-V/def2-TZVPD.

Structure (ORCA input):
```
! wB97M-V def2-TZVPD RIJCOSX def2/J DEFGRID3
* xyz -2 1
Cs 0.5609 -0.9698 0.1976
C 0.8064 3.3836 -2.5631
C 1.2453 2.6805 -3.8340
S 1.5464 0.8992 -3.5309
C 0.6298 0.0925 -4.8911
C -0.8376 0.4512 -5.0371
S -1.7796 0.1187 -3.4977
C -2.7489 1.6511 -3.3242
C -1.9581 2.9322 -3.1241
S -0.7207 2.7791 -1.7804
H 0.7009 4.4591 -2.7326
H 1.5401 3.1965 -1.7791
H 2.1834 3.1236 -4.1741
H 0.5168 2.7711 -4.6361
H 0.7211 -0.9653 -4.6386
H 1.1592 0.2897 -5.8281
H -1.2668 -0.1632 -5.8321
H -0.9826 1.4978 -5.3005
H -3.3483 1.4585 -2.4358
H -3.4021 1.7405 -4.1962
H -2.6562 3.7189 -2.8343
H -1.4420 3.2358 -4.0319
Cl -7.5391 -1.3657 0.1617
C -5.8392 -1.6138 0.3480
C -4.9386 -0.5626 0.1953
Cl -5.5463 0.9887 -0.2598
C -3.5895 -0.7469 0.3954
Cl -2.4959 0.5655 0.2020
C -3.0170 -2.0083 0.7882
O -1.8102 -2.1618 1.0143
C -3.9923 -3.0612 0.8801
Cl -3.4056 -4.6297 1.2790
C -5.3391 -2.8708 0.6713
Cl -6.4336 -4.1975 0.7931
C -0.0014 -0.1515 3.7266
N 0.8927 0.2020 2.6539
C 2.1221 0.4563 2.9116
C 3.0710 0.7908 1.9213
C 4.4545 1.0210 2.0985
C 4.9635 1.2763 0.8375
C 3.8723 1.1910 -0.0337
N 2.7421 0.9060 0.5966
C -0.4791 1.0846 4.4339
C -0.9979 2.1412 3.6933
C -1.3553 3.3209 4.3148
C -1.2052 3.4623 5.6854
C -0.7093 2.4090 6.4330
C -0.3487 1.2283 5.8075
H 0.4627 -0.8349 4.4621
H -0.8598 -0.6651 3.2787
H 2.5121 0.4102 3.9498
H 5.0121 0.9946 3.0230
H 5.9866 1.5006 0.5719
H 3.8852 1.3254 -1.1062
H -1.0945 2.0291 2.6252
H -1.7492 4.1388 3.7270
H -1.4662 4.3945 6.1684
H -0.5952 2.5072 7.5049
H 0.0453 0.4069 6.3912
Br 4.9306 -7.2001 -1.2032
C 3.7647 -5.6020 -1.1456
C 3.7591 -4.7326 -2.2074
C 2.9092 -3.6297 -2.1495
C 2.0406 -3.3340 -1.0862
C 2.1301 -4.2765 -0.0457
C 2.9647 -5.3912 -0.0502
H 4.3986 -4.9008 -3.0673
H 2.9383 -2.9598 -3.0119
H 1.5033 -4.1586 0.8374
H 2.9794 -6.0778 0.7891
*
```

Calculated values
Kohn-Sham gap = 4.582 eV
Highest occupied orbital energy = -0.045 hartree
Max |F| = 1.38 eV Å⁻¹

Mulliken population analysis, charges in e, atoms 1 to 5:
1. Cs 1.21
2. C -0.62
3. C -0.90
4. S 0.13
5. C -0.85